The molecule C18H17FN2O2S. Source: the OMol25 dataset; level of theory: wB97M-V/def2-TZVPD.

```
! wB97M-V def2-TZVPD RIJCOSX def2/J DEFGRID3
* xyz 0 1
C -7.36 -2.10 -0.47
H -8.35 -2.52 -0.60
H -6.74 -2.78 0.10
H -6.91 -1.89 -1.44
S -7.58 -0.56 0.46
C -5.84 -0.11 0.75
C -5.17 0.44 -0.51
N -3.80 0.83 -0.26
C -2.77 -0.02 -0.50
O -2.93 -1.11 -1.02
C -1.43 0.49 -0.10
C -0.48 -0.46 0.26
C 0.76 0.00 0.63
C 1.08 1.38 0.63
C 0.14 2.32 0.24
C -1.11 1.85 -0.12
H -1.85 2.56 -0.45
H 0.38 3.37 0.22
N 2.38 1.51 1.05
C 2.79 0.30 1.27
O 1.87 -0.67 1.04
C 4.15 -0.09 1.71
C 5.07 -0.17 0.51
C 5.77 -1.33 0.21
C 6.61 -1.42 -0.89
C 6.76 -0.32 -1.71
C 6.07 0.85 -1.44
C 5.23 0.92 -0.34
H 4.68 1.82 -0.12
H 6.18 1.71 -2.08
H 7.41 -0.38 -2.57
H 7.14 -2.34 -1.07
F 5.64 -2.41 1.01
H 4.10 -1.06 2.21
H 4.53 0.66 2.40
H -0.72 -1.51 0.24
H -3.65 1.64 0.31
H -5.14 -0.33 -1.28
H -5.73 1.30 -0.88
H -5.32 -1.00 1.11
H -5.86 0.64 1.53
*
```

Output
Energy ... -39570.833 eV
SMILES ... CSCCNC(=O)c1ccc2nc(Cc3ccccc3F)oc2c1
Kohn-Sham gap ... 9.11 eV